Density functional theory data (ωB97M-V with the def2-TZVPD basis set) for 11 unconnected molecules or ions with the total composition C14H25Cl20F5NO2S in a non-equilibrium geometry.

The geometry in XYZ format:
```
68
Properties=species:S:1:pos:R:3:forces:R:3
N 1.682629 -1.613008 0.830769 -0.9247 0.4399 1.5981
C 0.206929 -1.956374 0.605166 0.6823 0.5581 1.2099
C -0.523286 -0.776565 -0.064563 -1.6641 -1.1671 1.5787
S -2.081834 -1.224682 -0.599405 2.1578 2.0210 -2.2030
O -2.778584 -0.023467 -1.028045 -0.8221 0.4309 1.1618
O -2.062584 -2.177836 -1.692712 0.0791 -1.3633 0.7571
C -3.173245 -2.024998 0.718831 -0.7292 -0.0169 -0.6075
F -2.555268 -2.176392 1.905968 0.1475 0.1262 -0.0455
F -3.516490 -3.258058 0.270326 -0.0399 0.0116 0.2265
C -4.501566 -1.271021 0.997454 -0.2022 -0.8966 0.5485
F -5.254577 -2.082344 1.797303 0.0733 0.2711 -0.1181
F -4.305529 -0.147553 1.686293 -0.0140 0.0518 -0.4911
F -5.218028 -1.064195 -0.102668 0.2033 0.2561 0.2169
H 1.780035 -0.650077 0.521714 0.2249 -0.0343 -0.0569
H 1.817267 -1.548174 1.837666 -0.0388 -0.1194 -0.0342
H 0.204993 -2.871970 0.020897 -0.5080 -0.0844 0.0840
H -0.169046 -2.179514 1.610547 -0.1581 -0.1422 -0.1818
H -0.709893 -0.014049 0.722921 -0.3434 -0.8345 -0.9778
C 0.218725 2.650895 2.932210 0.2075 -0.0373 -0.0964
Cl 0.384066 1.467181 1.635173 -0.0074 0.6688 0.6777
Cl -0.524537 1.938695 4.377933 0.1625 0.2326 -0.2243
H 1.199989 3.024935 3.196274 0.0183 -0.0525 0.0673
H -0.407472 3.464152 2.584192 -0.0774 -0.0638 0.0108
C 3.139047 4.913825 1.041970 0.2768 -0.3120 -0.2797
Cl 2.821943 3.230851 0.594104 0.1747 0.4065 0.0335
Cl 1.949371 5.548257 2.193224 0.0162 0.1123 0.0311
H 4.121402 4.975660 1.501354 -0.4512 -0.1575 -0.0473
H 3.107607 5.521802 0.144573 -0.0912 -0.0062 0.0090
C 2.125398 -1.985047 -3.179827 -0.2763 -0.2564 0.3028
Cl 1.640301 -0.540668 -4.102382 0.0487 -0.0328 -0.0950
Cl 1.578938 -1.927395 -1.501289 1.6273 -0.3814 -3.4192
H 1.686085 -2.860898 -3.646033 -0.0349 0.0953 -0.1516
H 3.207797 -2.053256 -3.197242 -0.0135 0.1126 -0.0434
C -2.430478 -5.394205 -2.275046 -0.0121 0.2931 0.0129
Cl -0.801208 -6.082494 -2.233640 0.0230 0.0152 0.1486
Cl -3.585531 -6.398952 -1.380325 -0.0462 -0.0300 -0.0438
H -2.402400 -4.402832 -1.830333 0.0561 -0.0135 0.0645
H -2.752473 -5.329957 -3.307825 0.0144 -0.1207 -0.0099
C 2.617867 8.576109 0.380458 -0.0402 -0.0191 0.0642
Cl 2.250813 10.304015 0.457518 -0.0377 -0.0103 0.0243
Cl 4.066107 8.260383 -0.587607 -0.0093 -0.0611 -0.0048
H 2.785110 8.209070 1.386210 0.0735 0.0545 0.0003
H 1.777660 8.060321 -0.070259 0.0194 0.0545 -0.0681
C -0.399169 -6.446200 -6.370479 -0.0779 0.0606 0.0423
Cl -1.788195 -7.092775 -5.482072 -0.0830 -0.2922 -0.2334
Cl 0.301611 -5.113299 -5.463103 0.2691 0.1943 -0.1545
H 0.348331 -7.222761 -6.497337 -0.0439 -0.0445 0.0757
H -0.735735 -6.092559 -7.338099 -0.0530 0.0699 0.0558
C -4.545891 2.385578 -2.650124 0.1298 -0.2086 0.0794
Cl -5.160322 3.482313 -1.402202 -0.0363 -0.0260 0.0201
Cl -3.905304 3.281768 -4.038585 -0.0161 -0.0171 -0.0512
H -3.754671 1.775631 -2.226505 0.0618 0.0312 0.0758
H -5.359261 1.755677 -2.988952 -0.0483 0.0979 -0.0268
C 6.280566 6.801229 3.741022 0.0689 0.0121 0.0856
Cl 5.933006 6.235704 2.101419 0.4313 0.2410 0.1089
Cl 4.808448 7.288356 4.586030 0.0295 0.0136 0.0275
H 6.751620 5.996620 4.293366 -0.0906 -0.0547 -0.0256
H 6.947195 7.653408 3.679445 -0.0767 0.0399 -0.0681
C 1.745962 -8.271720 -3.896603 -0.1751 0.0131 0.0965
Cl 2.338808 -7.407454 -2.482893 0.0583 0.0010 0.0235
Cl 3.038703 -8.612941 -5.060147 -0.0350 -0.0235 -0.0879
H 1.309955 -9.210383 -3.575392 0.0904 -0.0266 0.0036
H 0.995200 -7.658041 -4.379601 0.0462 0.0707 0.0444
C -2.310306 2.212394 8.045209 0.0601 0.0555 -0.1024
Cl -2.157426 1.012104 6.763506 -0.1904 -0.1121 0.2804
Cl -3.037273 1.529274 9.508636 -0.0002 0.0632 0.0541
H -1.323229 2.586733 8.290700 0.0113 -0.0883 0.0387
H -2.938667 3.021186 7.690890 -0.0744 -0.0696 0.0085
```
Forces are in eV/Å.

* HOMO level: -4.4 eV
* LUMO: 0.058 Eh
* charge: -1
* HOMO-LUMO gap: 5.9 eV

Here are the Mulliken charges for atoms 1 to 2, given in e: atom 1 (N): -0.5896, atom 2 (C): -0.9683

Density functional theory data (ωB97M-V with the def2-TZVPD basis set) for a molecular structure, C14H25Cl2N2OP2Pb in a non-equilibrium geometry.

The geometry in XYZ format:
```
47
Properties=species:S:1:pos:R:3:forces:R:3
C -2.064439 -0.080424 -4.736531 -0.1292 0.1999 -0.2725
C -1.360435 -0.263736 -3.428904 -1.8323 -1.1667 1.4678
H -3.138105 0.032468 -4.589288 0.0610 -0.2215 0.1008
H -1.860144 -0.991984 -5.318076 -0.1484 0.0808 0.1094
H -1.700709 0.749404 -5.361019 0.1133 -0.2352 0.4942
O -1.835157 -0.713219 -2.389818 1.8121 1.3182 -2.2584
Cl 0.378197 0.099497 -3.598051 0.3391 -0.1751 0.5545
Pb 1.622550 0.514556 0.595696 0.6734 -0.5719 -0.0040
P 0.485534 -2.579664 -0.683064 -0.4708 -5.2952 -0.8066
C -0.775110 -3.561072 0.242519 -0.8706 1.6794 0.8947
C 0.149357 -3.399338 -2.298641 -0.2885 1.6408 -1.0227
H 0.309886 -4.480749 -2.183642 0.0641 0.3760 0.3092
H 1.903826 -4.592761 -0.663873 -0.4695 0.3129 -0.0088
H 0.812542 -3.005460 -3.077564 -0.1444 -0.2257 0.0491
H 2.832585 -3.072018 -0.795426 0.0705 -0.3391 0.1529
H -1.768337 -3.238887 -0.100011 0.1537 -0.1392 0.2197
H -0.891412 -3.205845 -2.581570 0.2312 -0.0730 -0.0257
C 1.995139 -3.565579 -0.289307 1.2483 1.5396 0.7257
H -0.665672 -4.632619 0.025451 0.4607 0.3173 -0.2092
H 2.199442 -3.562734 0.791008 -0.0061 -0.0336 -0.3542
H -0.693375 -3.386271 1.322608 -0.1368 -0.1689 -0.2317
P 0.224744 2.881558 -0.754215 -0.4521 3.8525 -0.9075
C -1.075199 3.897292 0.055379 -0.3745 -1.1811 0.9518
C 1.623351 4.061821 -0.590836 0.9414 -0.9198 0.5498
H 0.511917 2.802189 -3.156139 -0.1886 0.2829 -0.0379
H -0.199936 4.350594 -2.569214 0.0084 -0.2753 0.1763
H -1.217466 2.869405 -2.716852 0.2478 0.1358 0.0051
C -0.217940 3.255390 -2.478733 -0.0866 -1.3424 -0.6816
H 2.526890 3.619923 -1.041984 -0.1465 0.3585 0.1729
H 1.388637 5.003247 -1.113174 -0.1397 -0.4419 0.1395
H -0.987782 4.912293 -0.361109 0.1073 -0.3440 0.0453
H -0.915253 3.918955 1.144833 -0.2153 0.1834 -0.3617
H 1.806696 4.275154 0.472741 0.0846 -0.0071 -0.3170
H -2.060194 3.467157 -0.174493 0.1941 0.2791 0.1698
Cl 3.806106 -0.753386 0.605893 -1.2617 0.5992 0.1712
N -0.360513 0.186185 7.742975 0.1690 -0.3364 -2.6856
C -0.290795 0.043784 6.582358 -0.1965 0.1963 2.2956
C -0.198103 -0.099144 5.152609 0.0771 -0.0183 0.0033
C 0.459779 -1.184727 4.565187 0.1212 -0.4694 0.2094
C 0.670275 -1.187451 3.199986 0.1011 0.1950 0.0131
N 0.210691 -0.192429 2.405140 0.0041 -0.2127 -0.0148
C -0.588445 0.761549 2.948725 0.5997 0.0697 0.0765
C -0.758139 0.867779 4.313852 -0.3379 0.1799 -0.0602
H 0.825511 -2.013701 5.174248 -0.0367 0.3159 -0.1619
H 1.243609 -1.984271 2.711627 -0.1228 0.3565 0.2900
H -1.046284 1.478585 2.266288 0.1788 -0.1186 0.1514
H -1.318300 1.698687 4.732401 -0.0067 -0.1576 -0.0771
```
Forces are in eV/Å.

* HOMO level (spin up / spin down): -18.9 / -18.9 eV
* energy above the lowest of the compared OMol25 structures with the same formula, charge and spin: 0.0389 eV
* LUMO (spin up / spin down): -0.511 / -0.498 Eh
* charge: +3
* HOMO-LUMO gap (spin up / spin down): 5.0 / 5.4 eV

Here are the Mulliken charges for atoms 1 to 2, given in e: atom 1 (C): -1.1421, atom 2 (C): 0.8295